# 1
Here is a single C5H13N molecule at a distorted geometry from the Open Molecules 2025 dataset. Energies are from ωB97M-V/def2-TZVPD.

Summary:
molar mass	87.17	g/mol
highest occupied orbital energy	-0.3401	hartree
LUMO level	1.102	eV
energy above the lowest of the compared OMol25 structures with the same formula, charge and spin	4.2	kcal per mole

Positions of all 19 atoms, in Å:
1 C 0.51 1.75 -0.92
2 C 0.69 0.44 -0.16
3 C -0.38 -0.63 -0.44
4 C 0.08 -2.04 -0.10
5 C -1.70 -0.26 0.23
6 N 0.82 0.74 1.29
7 H 0.16 1.56 -1.94
8 H 1.48 2.25 -1.03
9 H -0.20 2.39 -0.40
10 H 1.65 0.02 -0.51
11 H -0.56 -0.56 -1.51
12 H 1.01 -2.23 -0.58
13 H 0.21 -2.18 0.97
14 H -0.70 -2.73 -0.44
15 H -2.21 0.60 -0.20
16 H -1.56 -0.05 1.30
17 H -2.43 -1.07 0.18
18 H 1.70 1.22 1.44
19 H 0.88 -0.14 1.78

---

# 2
Here is a single C5H13N molecule at a distorted geometry from the Open Molecules 2025 dataset. Energies are from ωB97M-V/def2-TZVPD.

Summary:
molar mass	87.17	g/mol
highest occupied orbital energy	-0.3079	hartree
LUMO level	1.122	eV
energy above the lowest of the compared OMol25 structures with the same formula, charge and spin	22.6	kcal per mole

Positions of all 19 atoms, in Å:
1 C -1.41 -0.23 -1.37
2 N -0.45 -0.59 -0.33
3 C -1.17 -0.84 0.92
4 C 0.50 1.42 0.97
5 C 0.64 0.44 -0.19
6 C 2.01 -0.26 -0.17
7 H -1.81 -1.15 -1.80
8 H -2.26 0.34 -1.00
9 H -0.92 0.32 -2.16
10 H -1.78 -1.72 0.75
11 H -1.84 -0.02 1.21
12 H -0.50 -0.99 1.76
13 H 1.21 2.22 0.81
14 H 0.64 0.92 1.92
15 H -0.50 1.87 0.96
16 H 0.56 1.06 -1.08
17 H 2.52 -0.04 0.76
18 H 1.87 -1.34 -0.18
19 H 2.63 0.02 -1.02

---

# 3
Here is a single C5H13N molecule at a distorted geometry from the Open Molecules 2025 dataset. Energies are from ωB97M-V/def2-TZVPD.

Summary:
molar mass	87.17	g/mol
highest occupied orbital energy	-0.2887	hartree
LUMO level	1.075	eV
energy above the lowest of the compared OMol25 structures with the same formula, charge and spin	39.5	kcal per mole

Positions of all 19 atoms, in Å:
1 C 0.40 -1.34 -0.65
2 C 1.42 -1.67 0.45
3 C -0.90 -0.65 -0.32
4 N -0.85 0.83 -0.14
5 C -0.15 1.84 -1.04
6 C -0.81 1.20 1.32
7 H 0.06 -2.27 -1.14
8 H 0.98 -0.79 -1.40
9 H 2.31 -2.19 0.05
10 H 1.74 -0.81 1.01
11 H 0.96 -2.38 1.17
12 H -1.27 -0.98 0.59
13 H -1.61 -1.00 -1.07
14 H -0.76 2.75 -1.23
15 H 0.12 1.32 -1.95
16 H 0.82 2.10 -0.65
17 H -0.07 0.64 1.86
18 H -0.62 2.29 1.24
19 H -1.78 1.10 1.91

---

# 4
Here is 2 unconnected molecules or ions with the total composition C5H13N at a distorted geometry from the Open Molecules 2025 dataset. Energies are from ωB97M-V/def2-TZVPD.

Summary:
molar mass	87.17	g/mol
highest occupied orbital energy	-0.3158	hartree
LUMO level	1.113	eV
energy above the lowest of the compared OMol25 structures with the same formula, charge and spin	46.3	kcal per mole

Positions of all 19 atoms, in Å:
1 C -0.72 -2.41 2.52
2 C -1.13 -0.97 2.42
3 C -1.03 -0.20 1.34
4 H -0.78 -2.85 1.54
5 H -1.34 -3.03 3.15
6 H 0.36 -2.45 2.68
7 H -1.76 -0.56 3.20
8 H -1.68 0.65 1.20
9 H -0.42 -0.58 0.53
10 C 1.42 0.21 -1.54
11 N 0.63 1.00 -2.49
12 C 0.20 2.28 -1.94
13 H 1.40 0.69 -0.56
14 H 2.45 0.11 -1.90
15 H 1.01 -0.79 -1.40
16 H 1.13 1.13 -3.36
17 H 1.04 2.92 -1.65
18 H -0.43 2.76 -2.69
19 H -0.35 2.09 -1.03

---

Question: Among the records above, which one has the highest highest occupied orbital energy?
Answer: number 3

---

Question: highest occupied orbital energy of number 4 (C5H13N)?
Answer: -0.3158 hartree